[1]
Entry from OMol25: a molecular structure, C13H16FLuN4O2PS in a non-equilibrium geometry (ωB97M-V/def2-TZVPD).

Molar mass = 517.303 g mol⁻¹
E = -2947.92448 Eh
HOMO energy = -16.15 eV
Charge = +3
HOMO-LUMO gap = 1.79 eV
LUMO = -0.5275 Ha

XYZ file:
```
39
C13H16FLuN4O2PS | OMol25 | ωB97M-V/def2-TZVPD
N 2.10 0.47 3.65
C 1.11 0.64 2.88
C 1.20 -0.09 1.49
P -0.16 0.44 0.25
C 0.59 2.23 0.19
C -0.05 3.14 -0.90
S 0.33 2.71 -2.64
C 1.82 1.78 -2.78
N 2.38 1.86 -4.04
N 3.47 1.09 -4.01
C 3.55 0.57 -2.73
O 2.50 0.97 -1.92
C -1.80 1.02 0.95
C -3.04 0.53 0.14
O -3.04 0.18 -0.99
F -4.22 0.55 0.82
C -0.72 -1.43 0.19
C -0.45 -2.17 -1.04
C -0.90 -3.58 -0.95
C -1.53 -3.97 0.28
N -1.75 -3.28 1.41
C -1.36 -1.99 1.39
H 1.97 1.01 4.52
H 0.26 1.32 3.18
H 2.18 0.19 1.01
H 1.25 -1.20 1.65
H 0.14 0.32 -1.14
H 1.72 2.19 0.12
H 0.39 2.72 1.18
H -1.16 3.24 -0.79
H 0.36 4.18 -0.73
H 4.39 -0.10 -2.43
H -1.85 2.14 0.94
H -1.93 0.74 2.04
H 0.06 -1.75 -1.92
H -0.76 -4.29 -1.81
H -1.89 -5.06 0.31
H -1.52 -1.39 2.31
Lu -3.67 -5.96 -0.06
```

[2]
Entry from OMol25: a molecular structure, C13H16I2N3ORh in a non-equilibrium geometry (ωB97M-V/def2-TZVPD).

Molar mass = 587.005 g mol⁻¹
E = -1450.24177 Eh
HOMO energy (spin up / spin down) = 2.38 / -1.19 eV
Charge = -2
ΔE to the lowest compared entry with this formula, charge and spin = 40.4 kcal per mole
2S+1 = 5
HOMO-LUMO gap (spin up / spin down) = 1.76 / 4.70 eV
LUMO (spin up / spin down) = 0.1521 / 0.1288 Ha

XYZ file:
```
36
C13H16I2N3ORh | OMol25 | ωB97M-V/def2-TZVPD
C -2.19 -0.70 -1.65
I -3.96 0.76 -0.36
H -2.16 -1.43 -2.50
H -2.17 0.26 -2.20
H -3.09 -1.12 -1.08
C 0.90 3.55 -2.51
C 0.57 1.54 -1.48
N 0.61 2.90 -1.30
H 1.22 2.64 -4.51
I 3.45 -0.38 0.19
N 0.83 1.36 -2.81
H 1.01 4.60 -2.61
Rh 0.78 0.05 -0.12
C -0.75 -1.07 -0.89
O -0.56 -2.26 -0.97
C 1.00 2.59 -3.47
C 0.88 0.10 -3.50
H 1.44 0.24 -4.43
H -0.14 -0.24 -3.76
H 1.38 -0.66 -2.89
C 0.45 3.57 -0.05
H 0.02 4.57 -0.21
H 1.40 3.71 0.47
H -0.21 2.97 0.58
N -0.02 -0.42 1.50
C -0.09 -1.33 2.46
C -0.56 -1.02 3.80
C -0.49 -1.97 4.81
C 0.01 -3.26 4.56
C 0.40 -3.60 3.26
C 0.34 -2.68 2.24
H -0.96 -0.02 3.97
H -0.81 -1.72 5.83
H 0.07 -3.99 5.37
H 0.77 -4.60 3.04
H 0.63 -2.94 1.22
```

[3]
Entry from OMol25: a single C13H16N2O5 molecule in a non-equilibrium geometry (ωB97M-V/def2-TZVPD).

Molar mass = 280.280 g mol⁻¹
E = -990.46589 Eh
HOMO energy = -8.73 eV
ΔE to the lowest compared entry with this formula, charge and spin = 192.4 kcal per mole
HOMO-LUMO gap = 9.09 eV
LUMO = 0.0132 Ha

XYZ file:
```
36
C13H16N2O5 | OMol25 | ωB97M-V/def2-TZVPD
N 1.37 -1.66 1.90
C 0.73 -0.67 0.99
C 1.22 -0.54 -0.61
C 2.61 -0.04 -0.73
C 2.80 1.22 -0.96
C 3.98 1.94 -0.58
C 5.06 1.32 0.00
C 4.78 -0.20 0.06
C 3.69 -0.97 -0.29
C -0.81 -1.18 0.70
O -1.17 -2.41 0.47
N -1.57 -0.05 0.50
C -2.93 -0.31 0.19
C -3.69 0.73 -0.65
C -3.58 1.98 0.07
O -2.69 2.44 0.71
O -4.89 2.50 0.59
C -3.13 -1.48 -0.69
O -3.92 -2.34 -0.32
O -2.57 -1.24 -1.94
H 0.87 -2.56 1.86
H 1.59 -1.13 3.02
H 0.63 0.43 1.33
H 0.54 0.05 -1.12
H 0.94 -1.62 -0.90
H 1.96 1.52 -1.56
H 4.05 3.12 -0.83
H 6.01 1.85 0.07
H 5.50 -1.11 0.49
H 3.52 -2.07 -0.12
H -1.29 0.77 0.79
H -3.73 -0.51 0.85
H -3.52 0.67 -1.70
H -4.92 0.68 -0.72
H -4.64 3.13 1.23
H -2.78 -2.26 -2.08
```

[4]
Entry from OMol25: a single C13H16N2O6 molecule in a non-equilibrium geometry (ωB97M-V/def2-TZVPD).

Molar mass = 296.279 g mol⁻¹
E = -1065.90912 Eh
HOMO energy = -9.08 eV
ΔE to the lowest compared entry with this formula, charge and spin = 69.2 kcal per mole
HOMO-LUMO gap = 9.62 eV
LUMO = 0.0196 Ha

XYZ file:
```
37
C13H16N2O6 | OMol25 | ωB97M-V/def2-TZVPD
N 0.52 3.25 -0.71
C 1.40 2.28 -1.33
C 2.62 1.96 -0.43
C 2.33 1.01 0.71
C 1.97 -0.28 0.56
C 1.49 -1.09 1.64
C 1.18 -0.45 2.81
O 0.48 -1.19 3.80
C 1.72 0.75 3.07
C 2.08 1.53 1.98
C 0.53 1.05 -1.69
O 0.82 0.48 -2.69
N -0.58 0.93 -0.96
C -1.19 -0.44 -0.99
C -1.63 -0.80 0.39
C -1.63 -2.22 0.56
O -1.78 -2.95 1.59
O -1.65 -2.90 -0.68
C -2.27 -0.39 -1.97
O -3.28 0.30 -1.81
O -1.96 -0.90 -3.16
H 0.60 3.39 0.27
H 0.82 4.12 -1.14
H 1.74 2.59 -2.38
H 2.94 2.91 0.02
H 3.42 1.58 -1.12
H 2.10 -0.72 -0.45
H 1.22 -2.18 1.69
H 0.17 -0.62 4.52
H 1.74 1.20 4.04
H 2.42 2.64 2.23
H -0.82 1.61 -0.27
H -0.41 -1.05 -1.39
H -2.72 -0.47 0.47
H -1.17 -0.26 1.17
H -1.90 -3.85 -0.40
H -2.21 -0.27 -3.79
```

[5]
Entry from OMol25: a single C13H16N4O4S molecule in a non-equilibrium geometry (ωB97M-V/def2-TZVPD).

Molar mass = 324.362 g mol⁻¹
E = -1423.22831 Eh
HOMO energy = -8.38 eV
ΔE to the lowest compared entry with this formula, charge and spin = 0.0 kcal per mole
HOMO-LUMO gap = 8.84 eV
LUMO = 0.0168 Ha

XYZ file:
```
38
C13H16N4O4S | OMol25 | ωB97M-V/def2-TZVPD
C 2.60 3.15 1.61
C 1.80 2.59 0.72
C 2.25 1.54 -0.26
N 1.37 0.40 -0.21
C 1.27 -0.53 0.76
S 2.30 -0.55 2.17
C 1.13 0.18 3.38
C -0.22 -0.53 3.39
C -1.16 0.04 2.35
O -1.01 1.07 1.75
O -2.24 -0.73 2.20
N 0.29 -1.40 0.55
C -0.27 -1.01 -0.60
C 0.37 0.11 -1.11
C -0.03 0.73 -2.34
O 0.48 1.69 -2.89
N -1.15 0.10 -2.88
C -1.64 0.67 -4.13
C -1.83 -1.01 -2.39
O -2.80 -1.47 -2.95
N -1.35 -1.57 -1.22
C -1.97 -2.75 -0.67
H 2.25 3.91 2.29
H 3.64 2.88 1.69
H 0.76 2.85 0.66
H 3.27 1.21 -0.03
H 2.20 1.94 -1.27
H 1.01 1.23 3.14
H 1.64 0.07 4.34
H -0.70 -0.40 4.36
H -0.11 -1.60 3.21
H -2.85 -0.35 1.55
H -1.89 1.72 -3.97
H -2.52 0.11 -4.44
H -0.86 0.61 -4.89
H -1.38 -3.64 -0.93
H -2.97 -2.84 -1.10
H -2.01 -2.66 0.41
```

[6]
Entry from OMol25: a molecular structure, C13H16O2PdS4 (ωB97M-V/def2-TZVPD).

Molar mass = 438.957 g mol⁻¹
E = -2376.07787 Eh
HOMO energy (spin up / spin down) = -7.56 / -7.56 eV
ΔE to the lowest compared entry with this formula, charge and spin = 0.0 kcal per mole
HOMO-LUMO gap (spin up / spin down) = 6.39 / 6.40 eV
LUMO (spin up / spin down) = -0.0428 / -0.0428 Ha

XYZ file:
```
36
C13H16O2PdS4 | OMol25 | ωB97M-V/def2-TZVPD
Pd 0.03 0.16 -0.04
O 4.01 0.52 0.26
C 2.92 0.97 -0.05
O 1.97 0.22 -0.56
C 2.72 2.47 0.00
C 3.88 3.24 -0.01
C 3.85 4.62 -0.03
C 2.62 5.27 -0.07
C 1.46 4.53 -0.05
C 1.49 3.13 0.00
S -0.10 2.40 0.12
H 4.82 2.70 0.02
H 4.77 5.19 -0.02
H 2.57 6.35 -0.12
H 0.49 5.02 -0.08
C -3.71 -1.49 -2.01
C -3.95 -0.81 -0.66
S -2.58 0.08 0.17
C -2.18 -1.06 1.53
C -1.70 -2.42 1.03
S -0.14 -2.35 0.07
C -0.61 -2.16 -1.70
C -1.44 -3.24 -2.34
S -3.21 -3.24 -1.91
H -3.01 -0.93 -2.63
H -4.66 -1.53 -2.54
H -4.34 -1.53 0.06
H -4.69 -0.02 -0.79
H -3.06 -1.18 2.17
H -1.40 -0.55 2.08
H -2.44 -2.91 0.41
H -1.48 -3.06 1.89
H 0.38 -2.13 -2.17
H -1.08 -1.19 -1.86
H -1.10 -4.24 -2.05
H -1.36 -3.16 -3.42
```

[7]
Entry from OMol25: 2 unconnected molecules or ions with the total composition C13H16O5 in a non-equilibrium geometry (ωB97M-V/def2-TZVPD).

Molar mass = 252.266 g mol⁻¹
E = -881.10699 Eh
HOMO energy = -8.78 eV
ΔE to the lowest compared entry with this formula, charge and spin = 42.4 kcal per mole
HOMO-LUMO gap = 9.30 eV
LUMO = 0.0192 Ha

XYZ file:
```
34
C13H16O5 | OMol25 | ωB97M-V/def2-TZVPD
C 2.46 1.75 4.47
C 1.32 1.43 3.36
O 1.59 0.68 2.38
O 0.07 2.04 3.59
C -0.88 1.74 2.54
C -0.60 2.73 1.31
C -0.24 1.96 -0.07
O -1.14 1.23 -0.53
O 1.05 2.21 -0.65
C 1.77 1.01 -0.97
C 3.27 0.78 -0.40
O 1.35 0.08 -1.72
H 1.97 2.21 5.40
H 3.02 0.79 4.71
H 3.21 2.49 4.00
H -0.93 0.64 2.23
H -1.92 2.00 2.97
H 0.15 3.57 1.53
H -1.61 3.27 1.09
H 3.96 0.99 -1.31
H 3.41 -0.33 -0.17
H 3.52 1.47 0.47
C -1.38 -3.71 -3.75
C -2.67 -4.05 -3.36
C -3.36 -3.23 -2.46
C -2.76 -2.08 -1.96
C -1.46 -1.75 -2.35
C -0.77 -2.56 -3.24
H -0.84 -4.34 -4.45
H -3.13 -4.94 -3.75
H -4.37 -3.50 -2.16
H -3.30 -1.45 -1.27
H -0.99 -0.85 -1.95
H 0.24 -2.30 -3.54
```

[8]
Entry from OMol25: a single C13H16S molecule in a non-equilibrium geometry (ωB97M-V/def2-TZVPD).

Molar mass = 204.338 g mol⁻¹
E = -903.06180 Eh
HOMO energy = -8.56 eV
ΔE to the lowest compared entry with this formula, charge and spin = 14.1 kcal per mole
HOMO-LUMO gap = 9.39 eV
LUMO = 0.0302 Ha

XYZ file:
```
30
C13H16S | OMol25 | ωB97M-V/def2-TZVPD
C 0.77 0.70 -2.08
C 1.80 0.90 -0.96
C 2.09 2.32 -0.85
C 0.97 2.93 0.12
C 0.08 1.78 0.50
C 1.03 0.50 0.25
S 1.83 -0.28 1.77
C 0.93 -1.09 0.45
C -0.39 -1.66 0.68
C -1.18 -1.39 1.77
C -2.52 -1.84 1.92
C -3.07 -2.60 0.95
C -2.31 -2.91 -0.16
C -1.03 -2.37 -0.34
H 1.40 0.55 -2.95
H 0.27 1.76 -2.17
H 0.13 -0.09 -1.72
H 2.76 0.30 -1.02
H 2.25 2.69 -1.82
H 3.07 2.24 -0.24
H 1.44 3.55 0.96
H 0.26 3.59 -0.36
H -0.27 1.89 1.50
H -0.83 1.71 -0.16
H 1.44 -1.60 -0.28
H -0.82 -0.78 2.67
H -3.05 -1.62 2.82
H -3.92 -3.22 1.07
H -2.68 -3.48 -1.00
H -0.46 -2.47 -1.30
```

[9]
Entry from OMol25: a molecular structure, C13H17BO6PdSe2 in a non-equilibrium geometry (ωB97M-V/def2-TZVPD).

Molar mass = 544.425 g mol⁻¹
E = -5912.62070 Eh
HOMO energy (spin up / spin down) = -7.70 / -7.70 eV
ΔE to the lowest compared entry with this formula, charge and spin = 21.0 kcal per mole
HOMO-LUMO gap (spin up / spin down) = 6.07 / 6.07 eV
LUMO (spin up / spin down) = -0.0599 / -0.0599 Ha

XYZ file:
```
40
C13H17BO6PdSe2 | OMol25 | ωB97M-V/def2-TZVPD
Pd 0.53 -0.16 0.88
O 1.92 -3.58 -2.96
C 2.34 -3.75 -1.61
C 1.76 -2.61 -0.75
C 2.26 -2.87 0.67
O 1.71 -1.89 1.52
C 0.23 -2.73 -0.89
Se -1.08 -1.96 0.41
C 2.32 -1.31 -1.36
Se 2.50 0.43 -0.37
H 2.27 -4.30 -3.49
H 3.44 -3.73 -1.54
H 1.99 -4.72 -1.22
H 3.36 -2.82 0.67
H 1.97 -3.87 1.00
H 2.19 -1.77 2.35
H -0.05 -3.79 -0.83
H -0.06 -2.38 -1.87
H 1.75 -1.08 -2.26
H 3.35 -1.49 -1.68
C -2.44 -0.17 2.86
O -1.14 -0.10 3.46
C 0.01 -0.22 2.83
O 1.04 -0.33 3.42
H -3.11 -0.35 3.70
H -2.50 -1.00 2.17
H -2.68 0.76 2.37
O -1.74 1.74 0.36
B -0.35 1.52 0.24
O 0.20 2.67 -0.35
C -0.81 3.56 -0.55
C -0.77 4.82 -1.10
C -1.98 5.50 -1.19
C -3.17 4.93 -0.76
C -3.21 3.65 -0.22
C -2.00 2.99 -0.12
H 0.16 5.26 -1.43
H -2.00 6.50 -1.62
H -4.09 5.49 -0.86
H -4.13 3.19 0.12
```

[10]
Entry from OMol25: a molecular structure, C13H17Br12N4O4 in a non-equilibrium geometry (ωB97M-V/def2-TZVPD).

Molar mass = 1252.151 g mol⁻¹
E = -31913.16814 Eh
HOMO energy = -11.66 eV
Charge = +1
HOMO-LUMO gap = 7.27 eV
LUMO = -0.1613 Ha

XYZ file:
```
50
C13H17Br12N4O4 | OMol25 | ωB97M-V/def2-TZVPD
C 0.70 -0.94 3.59
C 0.11 0.37 2.90
O -1.06 0.41 2.41
O 1.00 1.52 2.83
C 1.01 2.05 1.50
O 0.09 2.80 1.10
C 2.16 1.69 0.40
N 2.67 0.31 0.71
C 4.07 0.24 0.12
C 4.02 -0.19 -1.46
C 3.54 -1.74 -1.58
N 2.67 -1.98 -0.37
C 1.93 -0.73 0.00
N 0.63 -0.71 -0.30
O 0.09 -1.79 -0.94
C -1.18 -1.44 -1.49
N -2.15 -1.24 -2.17
H 0.61 -0.93 4.74
H 0.23 -1.92 3.22
H 1.84 -0.98 3.39
H 2.95 2.52 0.53
H 1.74 1.81 -0.67
H 4.71 -0.58 0.62
H 4.66 1.21 0.24
H 5.05 -0.11 -1.96
H 3.30 0.46 -2.07
H 4.40 -2.47 -1.66
H 2.87 -1.82 -2.52
H 3.21 -2.33 0.43
H 0.04 0.10 -0.05
C 0.32 3.66 -3.20
Br 1.35 3.96 -4.81
Br -1.55 4.06 -3.46
Br 0.58 1.87 -2.50
H 0.70 4.35 -2.45
C -6.21 -2.15 -1.80
Br -6.47 -2.02 0.11
Br -6.71 -3.89 -2.48
Br -7.11 -0.72 -2.75
H -5.14 -2.03 -1.99
C 0.08 -5.35 4.92
Br -1.79 -4.90 5.15
Br 0.78 -4.67 3.24
Br 1.16 -4.78 6.43
H 0.15 -6.44 4.87
C -5.09 5.11 -2.17
Br -5.36 5.23 -0.25
Br -5.60 3.36 -2.85
Br -5.99 6.54 -3.12
H -4.03 5.22 -2.35
```

[11]
Entry from OMol25: 2 unconnected molecules or ions with the total composition C13H17BrF9N3 (ωB97M-V/def2-TZVPD).

Molar mass = 466.186 g mol⁻¹
E = -4142.51975 Eh
HOMO energy = -5.20 eV
HOMO-LUMO gap = 4.85 eV
LUMO = -0.0132 Ha

XYZ file:
```
43
C13H17BrF9N3 | OMol25 | ωB97M-V/def2-TZVPD
N 1.08 0.38 0.47
C 1.59 1.63 -0.12
Br 2.00 1.15 -2.05
C 0.46 2.66 -0.22
C 0.56 3.66 0.94
C -0.22 4.96 0.81
F 0.43 5.91 1.57
F -0.21 5.45 -0.45
C -1.70 5.00 1.34
F -1.68 5.34 2.65
F -2.38 5.97 0.68
C -2.61 3.75 1.23
F -2.07 2.68 1.84
F -3.74 4.05 1.92
C -3.08 3.38 -0.22
F -3.21 2.05 -0.32
F -2.25 3.82 -1.15
F -4.28 3.92 -0.46
H 0.13 0.20 0.10
H 0.96 0.57 1.46
H 0.49 3.18 -1.18
H -0.52 2.14 -0.17
H 1.61 3.96 1.02
H 0.32 3.17 1.88
C 1.14 -6.31 -2.52
C 2.02 -5.55 -1.54
N 1.31 -4.41 -0.94
C 0.69 -3.39 -1.62
C 0.22 -2.53 -0.69
N 0.58 -3.02 0.54
C 1.23 -4.16 0.36
C 0.32 -2.37 1.83
H 0.82 -5.68 -3.35
H 1.71 -7.15 -2.93
H 0.26 -6.71 -2.02
H 2.91 -5.16 -2.04
H 2.34 -6.19 -0.73
H 0.66 -3.37 -2.69
H -0.31 -1.59 -0.77
H 1.65 -4.78 1.15
H 1.26 -2.15 2.31
H -0.29 -3.02 2.45
H -0.20 -1.44 1.64
```

[12]
Entry from OMol25: a single C13H17BrN2OS molecule (ωB97M-V/def2-TZVPD).

Molar mass = 329.263 g mol⁻¹
E = -3662.50706 Eh
HOMO energy = -8.07 eV
ΔE to the lowest compared entry with this formula, charge and spin = 0.0 kcal per mole
HOMO-LUMO gap = 8.48 eV
LUMO = 0.0151 Ha

XYZ file:
```
35
C13H17BrN2OS | OMol25 | ωB97M-V/def2-TZVPD
O -7.20 -1.92 -0.68
C -6.26 -1.42 0.24
C -4.88 -1.20 -0.41
N -3.91 -0.82 0.60
C -2.58 -1.34 0.41
C -1.78 -0.57 -0.66
N -1.75 0.83 -0.30
C -0.64 1.54 -0.07
S -0.66 3.16 0.26
C 0.68 0.88 -0.09
C 1.00 -0.10 0.85
C 2.27 -0.64 0.88
C 3.22 -0.21 -0.03
Br 4.96 -0.98 0.00
C 2.92 0.77 -0.96
C 1.65 1.32 -0.98
C -3.07 1.40 -0.16
C -3.86 0.59 0.89
H -7.33 -1.28 -1.39
H -6.62 -0.48 0.69
H -6.18 -2.17 1.03
H -4.58 -2.15 -0.86
H -4.98 -0.46 -1.22
H -2.05 -1.26 1.37
H -2.63 -2.40 0.14
H -2.28 -0.67 -1.63
H -0.77 -0.96 -0.75
H 0.26 -0.42 1.57
H 2.52 -1.40 1.61
H 3.67 1.11 -1.66
H 1.41 2.10 -1.69
H -3.58 1.35 -1.13
H -2.98 2.44 0.14
H -3.37 0.71 1.86
H -4.87 0.99 0.97
```

Repeat the seventh record exactly.
Entry from OMol25: 2 unconnected molecules or ions with the total composition C13H16O5 in a non-equilibrium geometry (ωB97M-V/def2-TZVPD).

Molar mass = 252.266 g mol⁻¹
E = -881.10699 Eh
HOMO energy = -8.78 eV
ΔE to the lowest compared entry with this formula, charge and spin = 42.4 kcal per mole
HOMO-LUMO gap = 9.30 eV
LUMO = 0.0192 Ha

XYZ file:
```
34
C13H16O5 | OMol25 | ωB97M-V/def2-TZVPD
C 2.46 1.75 4.47
C 1.32 1.43 3.36
O 1.59 0.68 2.38
O 0.07 2.04 3.59
C -0.88 1.74 2.54
C -0.60 2.73 1.31
C -0.24 1.96 -0.07
O -1.14 1.23 -0.53
O 1.05 2.21 -0.65
C 1.77 1.01 -0.97
C 3.27 0.78 -0.40
O 1.35 0.08 -1.72
H 1.97 2.21 5.40
H 3.02 0.79 4.71
H 3.21 2.49 4.00
H -0.93 0.64 2.23
H -1.92 2.00 2.97
H 0.15 3.57 1.53
H -1.61 3.27 1.09
H 3.96 0.99 -1.31
H 3.41 -0.33 -0.17
H 3.52 1.47 0.47
C -1.38 -3.71 -3.75
C -2.67 -4.05 -3.36
C -3.36 -3.23 -2.46
C -2.76 -2.08 -1.96
C -1.46 -1.75 -2.35
C -0.77 -2.56 -3.24
H -0.84 -4.34 -4.45
H -3.13 -4.94 -3.75
H -4.37 -3.50 -2.16
H -3.30 -1.45 -1.27
H -0.99 -0.85 -1.95
H 0.24 -2.30 -3.54
```